#P
12
Properties=species:S:1:pos:R:3:lowdin_charge:R:1 method="wB97M-V/def2-TZVPD" orbital_gap_ev=10.16
C 0.047 0.542 0.635 -0.495
C -0.823 -0.055 -0.376 -0.708
C 1.027 0.295 1.628 -0.022
C -0.447 -0.486 -1.735 -0.141
N -0.534 1.489 0.109 0.217
Br -2.594 -0.600 0.405 0.595
H 1.827 -0.444 1.392 0.109
H 0.583 0.036 2.616 0.112
H 1.566 1.138 1.839 0.050
H 0.689 -0.152 -2.060 0.140
H -1.024 -0.197 -2.645 0.081
H -0.317 -1.568 -1.807 0.062

#Q
12
Properties=species:S:1:pos:R:3:lowdin_charge:R:1 method="wB97M-V/def2-TZVPD" orbital_gap_ev=9.02
C 0.766 0.786 1.380 0.002
C -1.942 -1.214 0.515 -0.121
C 1.315 0.174 0.475 -0.687
C 0.130 -1.814 -0.461 -0.164
N -0.988 -1.258 -0.581 -0.092
Br 2.942 0.012 -0.489 0.709
H 0.103 1.155 2.237 0.080
H -2.205 -0.186 0.616 0.061
H -2.755 -1.803 0.066 0.092
H -1.358 -1.504 1.366 0.060
H 0.495 -2.251 0.435 0.067
H 0.881 -1.653 -1.139 -0.008

#R
12
Properties=species:S:1:pos:R:3:lowdin_charge:R:1 method="wB97M-V/def2-TZVPD" orbital_gap_ev=10.17
C 0.440 0.500 -0.546 -0.205
C -1.571 -0.995 0.127 -0.253
C -0.133 -0.356 0.257 -0.659
C 1.740 1.287 -0.373 -0.073
N -2.037 -1.640 1.097 0.053
Br 0.695 -0.855 1.889 0.745
H 0.048 0.605 -1.586 0.123
H -2.173 -0.888 -0.781 0.110
H 1.793 1.997 -1.091 0.040
H 1.645 1.634 0.575 0.033
H 2.514 0.640 -0.556 0.061
H -2.961 -1.930 0.989 0.026

#S
12
Properties=species:S:1:pos:R:3:lowdin_charge:R:1 method="wB97M-V/def2-TZVPD" orbital_gap_ev="8.90 / 7.63"
C 0.231 2.182 -0.053 0.162
C 1.141 0.303 -0.370 -0.582
C 0.280 -0.770 -0.107 -0.567
C -1.177 -0.571 0.358 -0.041
N 0.731 -1.961 -0.245 0.111
Br 2.986 0.251 -0.312 0.725
H 0.894 2.877 -0.597 0.003
H -0.763 2.019 -0.301 -0.047
H -1.151 0.228 0.972 0.006
H -1.514 -1.505 1.029 0.139
H -1.756 -0.350 -0.437 0.037
H 0.097 -2.704 0.063 0.054

The most stable structure shown above is #R; the least stable is #S.